P.
Below is C4H5F3O in the gas phase, with properties calculated with wB97M-V/def2-TZVPD.

Summary:
Charge: 0
Frontier orbital gap (spin up / spin down): 0.2991 / 0.4211 Ha
LUMO (spin up / spin down): 0.7 / -1.1 eV
Spin multiplicity: 3
HOMO (spin up / spin down): -0.2730 / -0.4621 hartree

Bonds (Å) are listed after each position.
Element x y z (Å)
1 C -1.16836 -0.70816 0.08438  C2 1.514, C3 1.503, H9 1.094, H10 1.027
2 C 0.12887 -0.21077 0.68533  C1 1.514, C4 1.492, H11 1.106
3 C -1.77640 0.63640 -0.20212  C1 1.503, F6 1.320, H12 1.081
4 C 1.41464 0.10371 -0.00297  C2 1.492, O5 1.328, F7 1.385, F8 1.431
5 O 1.59424 -0.78187 -0.97556  C4 1.328, H13 0.952
6 F -2.54175 1.24836 0.68157  C3 1.320
7 F 2.41452 -0.04834 0.94332  C4 1.385
8 F 1.69467 1.41832 -0.49480  C4 1.431
9 H -1.20130 -1.30011 -0.83484  C1 1.094
10 H -1.70274 -1.13906 0.84763  C1 1.027
11 H -0.09620 0.32654 1.62571  C2 1.106
12 H -1.12714 1.23390 -0.82652  C3 1.081
13 H 2.36695 -0.77893 -1.53114  O5 0.952

=====

Q.
Below is 2 unconnected molecules or ions with the total composition C4H5F3O, with properties calculated with wB97M-V/def2-TZVPD.

Summary:
Charge: 0
Frontier orbital gap (spin up / spin down): 0.2260 / 0.2932 Ha
LUMO (spin up / spin down): 0.8 / -1.8 eV
Spin multiplicity: 3
HOMO (spin up / spin down): -0.1978 / -0.3609 hartree

Bonds (Å) are listed after each position.
Element x y z (Å)
1 C 0.08826 2.60148 0.27473  C2 1.350, H9 1.077, H10 1.061
2 C -0.51567 1.39402 0.26192  C1 1.350, O5 1.381, H11 1.115
3 C 0.00627 -1.92585 -0.24783  C4 1.321, F6 1.397, H12 1.071
4 C 1.14615 -2.47655 0.13060  C3 1.321, F7 1.310, F8 1.327
5 O -1.51082 1.03294 -0.62506  C2 1.381, H13 0.963
6 F -1.17273 -2.32204 0.38760  C3 1.397
7 F 2.22080 -2.15253 -0.54479  C4 1.310
8 F 1.39363 -3.51358 0.92013  C4 1.327
9 H 0.79020 2.79161 1.06969  C1 1.077
10 H -0.09196 3.29923 -0.50451  C1 1.061
11 H -0.57726 0.85686 1.23697  C2 1.115
12 H -0.17148 -1.37840 -1.15049  C3 1.071
13 H -1.60539 1.79282 -1.20895  O5 0.963

=====

What is the stability order? It is P, Q, from most stable to least stable.